The following is a DFT calculation (ωB97M-V/def2-TZVPD) of a molecular structure, C25H69CdCl2N6O7 in a non-equilibrium geometry.

Last column: Löwdin charge in e.
Element x y z (Å)
1 Cd 0.4827 -0.7368 1.3583  1.298
2 O 0.0081 0.0519 -0.3592  -0.513
3 H -0.9001 0.2195 -0.6778  -0.062
4 C 4.2156 -0.4328 1.3160  -0.066
5 C 3.5617 0.7928 1.8061  -0.431
6 C 4.1996 2.0571 1.3665  -0.170
7 O 3.7216 3.1689 2.1967  -0.199
8 C 4.1208 4.4769 1.7041  -0.083
9 N 2.1597 0.7386 1.3708  0.000
10 H 5.2205 -0.5074 1.7316  0.100
11 H 4.2001 -0.4939 0.2278  0.104
12 H 3.6546 -1.2882 1.6922  0.057
13 H 3.6290 0.7332 2.8923  0.154
14 H 3.9166 2.2559 0.3328  0.115
15 H 5.2839 2.0459 1.4776  0.138
16 H 5.1499 4.6439 2.0222  0.085
17 H 3.5042 5.3414 1.9499  0.086
18 H 4.1901 4.4672 0.6164  0.073
19 H 2.1181 1.0987 0.4282  0.039
20 H 1.6027 1.3985 1.8946  0.056
21 C -2.1374 -3.0670 -0.3121  -0.062
22 C -2.5869 -2.2195 0.8663  -0.410
23 C -3.5824 -2.9234 1.7814  -0.178
24 O -3.7886 -2.1324 2.9388  -0.213
25 C -4.9231 -2.5735 3.6662  -0.080
26 N -1.3801 -1.9118 1.6197  -0.033
27 H -2.9352 -3.4118 -0.9700  0.083
28 H -1.6022 -3.9772 -0.0413  0.074
29 H -1.4151 -2.5379 -0.9336  0.061
30 H -2.9537 -1.2380 0.5661  0.088
31 H -3.1299 -3.8637 2.0963  0.137
32 H -4.4976 -3.1104 1.2197  0.139
33 H -4.8194 -3.6161 3.9669  0.095
34 H -5.8562 -2.3508 3.1488  0.098
35 H -4.8977 -2.0195 4.6046  0.089
36 H -0.9965 -2.7382 2.0556  0.081
37 H -1.8029 -1.5222 2.4501  0.016
38 C -2.0343 0.2228 4.1936  -0.050
39 C -2.0720 0.9856 2.8536  -0.384
40 C -2.5935 2.4604 3.1074  -0.167
41 O -2.6225 2.9988 1.8180  -0.227
42 C -3.2717 4.2231 1.6779  -0.095
43 N -0.6809 0.9450 2.4289  -0.029
44 H -1.3872 0.6924 4.9344  0.094
45 H -1.7153 -0.7938 3.9637  0.053
46 H -3.0539 0.1095 4.5619  0.085
47 H -2.7602 0.5377 2.1368  0.129
48 H -1.8464 2.9815 3.7060  0.132
49 H -3.5756 2.4549 3.5804  0.137
50 H -2.7724 4.8936 2.3773  0.098
51 H -4.3493 4.1743 1.8347  0.095
52 H -3.1707 4.5175 0.6333  0.092
53 H -0.6779 1.7549 1.8255  0.066
54 H -0.2052 1.4045 3.1922  0.085
55 C 2.2642 4.0054 -2.5914  -0.059
56 C 1.5341 3.2055 -1.6040  -0.478
57 C -0.0061 3.3460 -1.6409  -0.171
58 O -0.4725 4.6696 -1.3428  -0.168
59 C -0.2124 5.1356 -0.0232  -0.111
60 N 1.9449 1.8405 -1.6943  0.050
61 H 3.3260 3.7591 -2.5935  0.088
62 H 2.1764 5.0792 -2.4258  0.084
63 H 1.8129 3.9993 -3.5835  0.091
64 H 1.7846 3.5642 -0.6056  0.115
65 H -0.4454 2.6544 -0.9220  0.094
66 H -0.3790 2.9945 -2.6029  0.117
67 H -0.9464 5.8992 0.2344  0.089
68 H 0.7525 5.6351 0.0636  0.079
69 H -0.1536 4.3684 0.7488  0.076
70 H 1.8690 1.4632 -2.6281  0.072
71 H 1.3704 1.2186 -1.1435  -0.001
72 C -1.0051 0.1571 -4.1332  -0.053
73 C -0.5199 -1.3025 -4.0477  -0.427
74 C -0.1738 -1.8275 -5.4529  -0.183
75 O -1.1389 -1.5998 -6.4972  -0.177
76 C -2.3661 -2.3025 -6.2978  -0.110
77 N 0.6041 -1.2868 -3.1450  0.047
78 H -0.3998 1.0322 -4.3696  0.083
79 H -1.4382 0.4191 -3.1678  0.035
80 H -1.8024 0.1380 -4.8763  0.074
81 H -1.3152 -1.9712 -3.7186  0.124
82 H 0.0822 -2.8869 -5.4619  0.123
83 H 0.7149 -1.2639 -5.7368  0.125
84 H -2.2436 -3.3193 -5.9246  0.086
85 H -2.9831 -2.2895 -7.1963  0.092
86 H -3.0163 -1.8851 -5.5289  0.072
87 H 1.3343 -0.7571 -3.5994  0.070
88 H 0.3436 -0.7231 -2.3485  0.010
89 C 1.4528 -4.4092 -0.8674  -0.063
90 C 1.4431 -3.7617 0.4872  -0.405
91 C 2.6680 -4.1812 1.3598  -0.203
92 O 3.8441 -3.7498 0.7663  -0.192
93 C 4.9818 -3.9150 1.5830  -0.099
94 N 1.4072 -2.3573 0.1371  -0.011
95 H 2.1155 -4.0294 -1.6450  0.099
96 H 0.4627 -4.3744 -1.3219  0.076
97 H 1.7054 -5.4666 -0.7892  0.090
98 H 0.5538 -4.0550 1.0450  0.114
99 H 2.6854 -5.2607 1.5101  0.135
100 H 2.5787 -3.7015 2.3345  0.116
101 H 5.3618 -4.9356 1.5363  0.095
102 H 4.8750 -3.7186 2.6498  0.090
103 H 5.7288 -3.2082 1.2218  0.091
104 H 1.1137 -2.3798 -0.8291  0.043
105 H 2.3897 -2.1230 0.1347  0.060
106 C -3.5788 1.0701 -1.1351  -0.951
107 Cl -3.7990 2.3086 -2.4291  0.534
108 Cl -4.1466 -0.5521 -1.7242  0.532
109 H -2.5379 0.9580 -0.8317  -0.016
110 H -4.1470 1.2931 -0.2321  0.026

Kohn-Sham gap   8.42 eV
Total charge   +1
Electronic energy   -79917.075 eV
LUMO energy   -2.46 eV
HOMO level   -0.39985 Ha



The following is a DFT calculation (ωB97M-V/def2-TZVPD) of C24H23NO3S in the gas phase in a non-equilibrium geometry.

Last column: natural (NBO) charge in e.
Element x y z (Å)
1 C -3.0065 0.2207 2.7647  -0.631
2 C -2.0231 0.0741 1.6424  -0.064
3 O -0.7408 0.7088 2.1825  -0.507
4 C 0.1905 0.9733 1.3187  0.706
5 C 0.6097 2.2386 0.7862  -0.727
6 S 2.3864 2.2956 0.5283  1.245
7 C 3.3373 1.1678 1.5369  -0.187
8 C 3.9514 0.0391 0.9685  -0.229
9 C 4.8243 -0.7321 1.7372  -0.206
10 C 5.1364 -0.3490 3.0453  -0.198
11 C 4.5619 0.8043 3.5866  -0.210
12 C 3.6783 1.5744 2.8279  -0.213
13 O 2.8374 3.6606 0.8655  -0.969
14 O 0.6003 0.0450 0.4259  -0.533
15 H -3.9641 -0.2098 2.4607  0.225
16 H -2.6528 -0.3063 3.6540  0.223
17 H -3.1471 1.2803 2.9947  0.222
18 H -1.7925 -0.9713 1.4059  0.207
19 H -2.3239 0.6395 0.7501  0.196
20 H 0.2822 3.1687 1.2598  0.259
21 H 3.7742 -0.2069 -0.0797  0.221
22 H 5.2738 -1.6245 1.2982  0.218
23 H 5.8403 -0.9412 3.6328  0.219
24 H 4.8114 1.1249 4.5975  0.219
25 H 3.2682 2.5049 3.2178  0.239
26 C 1.7010 0.6276 -1.6564  -0.689
27 C 0.4667 0.7585 -0.8451  0.238
28 N -0.6050 0.0008 -1.5134  -0.435
29 C -1.7806 0.4598 -2.0975  0.232
30 C -2.1991 1.7599 -2.3689  -0.241
31 C -3.5085 1.9326 -2.8506  -0.213
32 C -4.3565 0.8288 -3.0701  -0.249
33 C -3.9216 -0.4760 -2.8193  -0.167
34 C -2.6267 -0.6523 -2.3451  -0.139
35 C -1.9253 -1.8293 -1.9124  -0.021
36 C -0.6479 -1.4065 -1.4567  0.148
37 C 0.2577 -2.3096 -0.9152  -0.235
38 C -0.1852 -3.6288 -0.7130  -0.205
39 C -1.4666 -4.0395 -1.1219  -0.246
40 C -2.3449 -3.1462 -1.7405  -0.195
41 H 2.4014 1.4543 -1.4198  0.249
42 H 2.1880 -0.3427 -1.4807  0.214
43 H 1.4090 0.7203 -2.7138  0.231
44 H 0.0908 1.8056 -0.7320  0.277
45 H -1.5115 2.5919 -2.2252  0.211
46 H -3.8846 2.9356 -3.0626  0.218
47 H -5.3658 0.9919 -3.4446  0.215
48 H -4.5368 -1.3634 -2.9734  0.214
49 H 1.2755 -2.0197 -0.6654  0.221
50 H 0.4812 -4.3420 -0.2230  0.216
51 H -1.7722 -5.0726 -0.9625  0.215
52 H -3.3459 -3.4184 -2.0793  0.212

Kohn-Sham gap   7.89 eV
ΔE to the lowest compared entry with this formula, charge and spin   94.9 kcal/mol
Total charge   0
Electronic energy   -43723.895 eV
LUMO energy   0.35 eV
HOMO level   -0.27706 Ha



The following is a DFT calculation (ωB97M-V/def2-TZVPD) of C18H22N4O4 in the gas phase in a non-equilibrium geometry.

Last column: natural (NBO) charge in e.
Element x y z (Å)
1 C -8.1171 -2.3934 0.6326  -0.637
2 H -7.2630 -2.7475 -0.1608  0.209
3 C -8.1586 -0.7901 0.4203  -0.402
4 C -6.9378 -0.1986 0.6726  -0.123
5 O -6.0970 -0.6504 -0.5224  -0.472
6 C -4.9180 -0.0490 -0.3099  0.246
7 C -4.4223 0.7224 0.8017  -0.310
8 C -3.0516 1.3301 0.4088  -0.172
9 C -2.2855 1.0107 -0.6492  -0.133
10 C -2.7325 0.1274 -1.5562  -0.198
11 C -4.1225 -0.0958 -1.4379  -0.211
12 H -4.5901 -0.8260 -2.3282  0.211
13 H -2.1483 -0.2711 -2.5189  0.228
14 C -0.7895 1.5482 -0.6029  -0.334
15 H -0.5649 1.6850 -1.8014  0.217
16 H -0.7399 2.3281 0.0852  0.228
17 C 0.1885 0.2196 -0.0783  -0.455
18 C 1.5399 0.8504 0.0041  0.646
19 O 1.9838 2.1762 -0.0742  -0.658
20 N 2.4823 -0.0555 0.0233  -0.404
21 N 3.7744 0.1801 -0.1254  -0.230
22 C 4.5556 -0.6646 0.0804  0.106
23 C 6.0880 -0.4129 0.0321  -0.283
24 C 6.6050 0.7610 0.2690  0.304
25 N 8.0243 0.9912 -0.1122  -0.595
26 C 8.9977 -0.2127 0.0405  0.798
27 O 10.1191 -0.2616 0.0822  -0.565
28 N 8.3405 -1.2937 -0.0994  -0.687
29 C 6.8573 -1.7534 -0.0006  0.732
30 O 6.5779 -2.8966 -0.1458  -0.540
31 H 8.9274 -2.1502 -0.1791  0.411
32 H 8.4172 1.7113 0.0918  0.348
33 C 5.9201 2.0083 0.2138  -0.661
34 H 5.2321 1.9559 -0.7051  0.280
35 H 6.5069 2.7667 0.2995  0.209
36 H 5.2460 2.1199 1.0750  0.251
37 H 4.4092 -1.8056 -0.3278  0.158
38 H 2.2151 -1.0596 0.1082  0.363
39 H -0.1530 0.1348 0.9003  0.234
40 H -0.0200 -0.3775 -0.6683  0.180
41 H -2.5533 1.8636 1.4741  0.206
42 H -5.0602 1.2059 1.7326  0.248
43 H -6.6583 -0.5471 1.6813  0.198
44 H -7.2041 0.7789 0.7788  0.201
45 H -8.7731 -0.5510 -0.6222  0.215
46 H -8.8915 -0.5894 1.1643  0.216
47 H -9.0282 -2.9942 0.3643  0.217
48 H -7.7281 -2.8280 1.5894  0.209

Kohn-Sham gap   8.66 eV
ΔE to the lowest compared entry with this formula, charge and spin   384.5 kcal/mol
Total charge   0
Electronic energy   -33160.341 eV
SMILES   CCCOc1ccc(CCC(=O)N/N=C/c2c(C)[nH]c(=O)[nH]c2=O)cc1
LUMO energy   -0.03 eV
HOMO level   -0.31921 Ha



What did the second record say?
The following is a DFT calculation (ωB97M-V/def2-TZVPD) of C24H23NO3S in the gas phase in a non-equilibrium geometry.

Last column: natural (NBO) charge in e.
Element x y z (Å)
1 C -3.0065 0.2207 2.7647  -0.631
2 C -2.0231 0.0741 1.6424  -0.064
3 O -0.7408 0.7088 2.1825  -0.507
4 C 0.1905 0.9733 1.3187  0.706
5 C 0.6097 2.2386 0.7862  -0.727
6 S 2.3864 2.2956 0.5283  1.245
7 C 3.3373 1.1678 1.5369  -0.187
8 C 3.9514 0.0391 0.9685  -0.229
9 C 4.8243 -0.7321 1.7372  -0.206
10 C 5.1364 -0.3490 3.0453  -0.198
11 C 4.5619 0.8043 3.5866  -0.210
12 C 3.6783 1.5744 2.8279  -0.213
13 O 2.8374 3.6606 0.8655  -0.969
14 O 0.6003 0.0450 0.4259  -0.533
15 H -3.9641 -0.2098 2.4607  0.225
16 H -2.6528 -0.3063 3.6540  0.223
17 H -3.1471 1.2803 2.9947  0.222
18 H -1.7925 -0.9713 1.4059  0.207
19 H -2.3239 0.6395 0.7501  0.196
20 H 0.2822 3.1687 1.2598  0.259
21 H 3.7742 -0.2069 -0.0797  0.221
22 H 5.2738 -1.6245 1.2982  0.218
23 H 5.8403 -0.9412 3.6328  0.219
24 H 4.8114 1.1249 4.5975  0.219
25 H 3.2682 2.5049 3.2178  0.239
26 C 1.7010 0.6276 -1.6564  -0.689
27 C 0.4667 0.7585 -0.8451  0.238
28 N -0.6050 0.0008 -1.5134  -0.435
29 C -1.7806 0.4598 -2.0975  0.232
30 C -2.1991 1.7599 -2.3689  -0.241
31 C -3.5085 1.9326 -2.8506  -0.213
32 C -4.3565 0.8288 -3.0701  -0.249
33 C -3.9216 -0.4760 -2.8193  -0.167
34 C -2.6267 -0.6523 -2.3451  -0.139
35 C -1.9253 -1.8293 -1.9124  -0.021
36 C -0.6479 -1.4065 -1.4567  0.148
37 C 0.2577 -2.3096 -0.9152  -0.235
38 C -0.1852 -3.6288 -0.7130  -0.205
39 C -1.4666 -4.0395 -1.1219  -0.246
40 C -2.3449 -3.1462 -1.7405  -0.195
41 H 2.4014 1.4543 -1.4198  0.249
42 H 2.1880 -0.3427 -1.4807  0.214
43 H 1.4090 0.7203 -2.7138  0.231
44 H 0.0908 1.8056 -0.7320  0.277
45 H -1.5115 2.5919 -2.2252  0.211
46 H -3.8846 2.9356 -3.0626  0.218
47 H -5.3658 0.9919 -3.4446  0.215
48 H -4.5368 -1.3634 -2.9734  0.214
49 H 1.2755 -2.0197 -0.6654  0.221
50 H 0.4812 -4.3420 -0.2230  0.216
51 H -1.7722 -5.0726 -0.9625  0.215
52 H -3.3459 -3.4184 -2.0793  0.212

Kohn-Sham gap   7.89 eV
ΔE to the lowest compared entry with this formula, charge and spin   94.9 kcal/mol
Total charge   0
Electronic energy   -43723.895 eV
LUMO energy   0.35 eV
HOMO level   -0.27706 Ha



What is the total charge in the third record? 0



What is the formula in the third record? C18H22N4O4